{
  "formula": "CH4NS",
  "method": "ωB97M-V/def2-TZVPD",
  "de_lowest_ev": 0.659,
  "orbital_gap_ev": 7.333,
  "total_charge": -1,
  "multiplicity": 1,
  "largest_force_ha_per_bohr": 0.0401,
  "elements": ["S", "H", "C", "N", "H", "H", "H"],
  "coordinates": [[1.152818, -2.086218, -0.210584], [2.131864, -2.218233, -1.121808], [-0.579797, 0.802333, -0.121766], [-1.095015, 1.491170, 0.810991], [-0.550496, -0.292267, -0.192363], [0.055259, 1.274456, -0.881318], [-1.114633, 1.028758, 1.716846]],
  "atomic_forces_ev_per_a": [[0.158, -0.163, -0.030], [-0.023, -0.013, 0.019], [0.300, -0.815, 0.450], [1.592, 1.299, 0.178], [0.243, 0.184, 0.357], [-0.962, 0.352, -0.545], [-1.308, -0.844, -0.429]],
  "lowdin_charge": [-0.26, -0.48, -0.21, -0.04, -0.08, 0.05, 0.02]
}


{
  "formula": "CH4O",
  "method": "ωB97M-V/def2-TZVPD",
  "de_lowest_ev": 0.144,
  "orbital_gap_ev": 11.535,
  "total_charge": 0,
  "smiles": "CO",
  "multiplicity": 1,
  "largest_force_ha_per_bohr": 0.0547,
  "elements": ["C", "O", "H", "H", "H", "H"],
  "coordinates": [[-0.638384, -0.042854, -0.005761], [0.722464, 0.113573, 0.000553], [-1.008507, 0.996528, -0.096786], [-1.033154, -0.391113, 0.969239], [-1.106714, -0.558320, -0.819026], [1.198968, -0.698549, -0.023291]],
  "atomic_forces_ev_per_a": [[-1.772, 1.747, 1.310], [1.307, 0.726, -0.311], [-0.107, -0.435, 0.067], [0.128, -0.228, -0.441], [0.153, -0.809, -0.623], [0.291, -1.001, -0.003]],
  "lowdin_charge": [-0.21, -0.09, 0.09, 0.08, 0.07, 0.07]
}


{
  "formula": "CH4O2",
  "method": "ωB97M-V/def2-TZVPD",
  "de_lowest_ev": 0.306,
  "orbital_gap_ev": 10.958,
  "total_charge": 0,
  "smiles": "C=O.O",
  "multiplicity": 1,
  "largest_force_ha_per_bohr": 0.0634,
  "elements": ["C", "O", "H", "H", "O", "H", "H"],
  "coordinates": [[-1.722982, 0.588119, 0.347911], [-0.553463, 0.245804, 0.582573], [-2.589930, -0.078087, 0.124231], [-1.933388, 1.681996, 0.415927], [2.527285, -1.115220, -0.527562], [2.380531, -0.540864, 0.257827], [1.891946, -0.781748, -1.200906]],
  "atomic_forces_ev_per_a": [[2.730, 0.357, 0.940], [-3.148, 0.171, -0.820], [0.724, -0.044, 0.059], [-0.267, -0.473, -0.197], [-0.686, 0.912, 0.055], [0.015, -0.601, -0.879], [0.632, -0.322, 0.841]],
  "lowdin_charge": [-0.11, -0.05, 0.08, 0.08, -0.09, 0.04, 0.04]
}


{
  "formula": "CH4O2",
  "method": "ωB97M-V/def2-TZVPD",
  "de_lowest_ev": 0.505,
  "orbital_gap_ev": 10.481,
  "total_charge": 0,
  "smiles": "C=O.O",
  "multiplicity": 1,
  "largest_force_ha_per_bohr": 0.0684,
  "elements": ["C", "O", "H", "H", "O", "H", "H"],
  "coordinates": [[0.000000, 0.000000, 0.000000], [-1.174880, 0.166700, -0.308010], [0.412230, 0.499150, 0.909050], [0.697970, -0.653690, -0.575310], [-3.201639, 1.121099, 0.498610], [-3.408109, 1.470289, 1.395100], [-2.348639, 0.643130, 0.608990]],
  "atomic_forces_ev_per_a": [[-1.371, 0.286, -0.070], [3.307, -1.189, -0.185], [-0.087, -0.242, -0.377], [-0.437, 0.358, 0.086], [-0.440, 0.431, 1.847], [0.005, -0.327, -1.021], [-0.977, 0.683, -0.279]],
  "lowdin_charge": [-0.05, -0.03, 0.10, 0.09, -0.11, 0.04, -0.04]
}


{
  "formula": "CH4O2",
  "method": "ωB97M-V/def2-TZVPD",
  "de_lowest_ev": 0.269,
  "orbital_gap_ev": 10.739,
  "total_charge": 0,
  "smiles": "C=O.O",
  "multiplicity": 1,
  "largest_force_ha_per_bohr": 0.0244,
  "elements": ["C", "O", "H", "H", "O", "H", "H"],
  "coordinates": [[-0.090261, -0.587121, 1.424954], [0.114358, -0.579887, 2.608693], [-0.226495, -1.591182, 0.957242], [-0.210512, 0.299302, 0.757680], [-0.191720, 0.673023, -2.092149], [0.608159, 0.177349, -1.804459], [-0.003529, 1.608515, -1.851961]],
  "atomic_forces_ev_per_a": [[-0.347, -1.112, 0.100], [0.091, 0.788, -0.241], [0.053, 0.448, -0.361], [0.171, -0.127, 0.495], [0.985, 0.414, 0.658], [-0.798, 0.575, -0.370], [-0.155, -0.987, -0.282]],
  "lowdin_charge": [-0.15, -0.01, 0.08, 0.07, -0.09, 0.04, 0.05]
}


{
  "formula": "CH4O2PS",
  "method": "ωB97M-V/def2-TZVPD",
  "de_lowest_ev": 5.542,
  "orbital_gap_ev": [6.056, 6.351],
  "total_charge": -1,
  "multiplicity": 1,
  "largest_force_ha_per_bohr": 0.0242,
  "elements": ["C", "O", "O", "P", "S", "H", "H", "H", "H"],
  "coordinates": [[0.092762, 0.307515, 0.655177], [3.447683, 1.145837, -0.288004], [3.473228, -1.088117, 0.722002], [-1.050155, -0.651375, -0.311811], [2.861766, -0.202345, -0.274644], [0.106864, -0.084432, 1.679975], [-0.228613, 1.351414, 0.663952], [-0.195297, -1.686931, -0.736028], [-0.895801, 0.004666, -1.533338]],
  "atomic_forces_ev_per_a": [[1.023, -0.086, 0.340], [-0.330, -0.724, -0.171], [-0.411, 0.219, -0.404], [-0.342, -0.305, 0.136], [-0.338, 0.809, 0.884], [0.089, 0.151, -0.067], [0.223, 0.084, 0.012], [0.150, -0.435, -0.160], [-0.065, 0.288, -0.568]],
  "lowdin_charge": [-0.61, -0.57, -0.56, 0.52, 0.69, -0.07, -0.07, -0.17, -0.17]
}


{
  "formula": "CH4O2PS",
  "method": "ωB97M-V/def2-TZVPD",
  "de_lowest_ev": 2.692,
  "orbital_gap_ev": 6.376,
  "total_charge": -1,
  "smiles": "[O-]P(O)CS",
  "multiplicity": 1,
  "largest_force_ha_per_bohr": 0.0921,
  "elements": ["O", "P", "O", "C", "S", "H", "H", "H", "H"],
  "coordinates": [[2.140923, -0.695576, 0.024095], [1.075401, 0.148543, -0.639004], [0.750171, 1.494570, 0.343323], [-0.541172, -0.838069, -0.301049], [-1.932420, 0.220590, -0.511926], [1.040910, 1.319598, 1.199052], [-0.557964, -1.504999, 0.734737], [-0.447128, -1.424179, -1.125494], [-1.528722, 1.279521, 0.276268]],
  "atomic_forces_ev_per_a": [[0.305, -0.016, 0.464], [-0.179, 0.032, -0.522], [-0.647, 0.604, -2.112], [0.785, 0.513, 4.642], [-0.976, 0.829, 0.393], [0.889, -0.613, 2.556], [0.121, 1.637, -2.586], [-0.243, -2.218, -2.250], [-0.055, -0.768, -0.584]],
  "lowdin_charge": [-0.59, 0.46, -0.39, -0.83, 0.51, -0.03, 0.09, -0.07, -0.15]
}


{
  "formula": "CH4O2S",
  "method": "ωB97M-V/def2-TZVPD",
  "de_lowest_ev": 0.159,
  "orbital_gap_ev": 10.889,
  "total_charge": 0,
  "smiles": "O=CO.S",
  "multiplicity": 1,
  "largest_force_ha_per_bohr": 0.0255,
  "elements": ["O", "C", "O", "H", "H", "S", "H", "H"],
  "coordinates": [[1.635346, -0.085774, 0.609746], [0.981259, -1.081198, 0.427513], [-0.315991, -1.174852, 0.681625], [1.471971, -1.982842, 0.044221], [-0.668732, -0.272881, 0.569270], [-1.043583, 1.265718, -1.322306], [-2.008421, 1.627667, -0.466113], [-0.051849, 1.704162, -0.543956]],
  "atomic_forces_ev_per_a": [[-0.273, 0.091, -0.265], [1.187, 0.469, 0.305], [-0.270, -0.344, -0.468], [-0.496, -0.332, 0.172], [-0.115, -0.118, 0.284], [-0.170, -0.039, -0.180], [0.054, 0.125, 0.017], [0.084, 0.150, 0.133]],
  "lowdin_charge": [0.04, -0.42, 0.04, 0.14, 0.03, 0.55, -0.19, -0.20]
}


- Number 3 is which compound?
  CH4O2